C22H34BiFN5O8 | wB97M-V/def2-TZVPD

```
71
Properties=species:S:1:pos:R:3:forces:R:3
O 3.334 1.585 -5.813 -1.2 3.0 2.3
H 4.240 1.648 -5.445 -0.7 0.0 -0.1
Bi 0.722 1.358 -3.499 -6.0 -3.6 0.7
N -1.218 0.016 -3.968 0.3 0.8 1.4
N 0.881 -0.160 -5.239 0.3 1.4 1.4
O -2.425 0.167 -3.218 0.2 0.2 0.6
O 2.102 -0.569 -5.722 1.3 1.0 -0.4
C -1.415 -0.447 -5.218 1.6 -0.6 -0.8
C -0.204 -0.604 -5.919 -1.5 0.0 1.4
C -2.749 -0.821 -5.738 -0.6 -0.1 -0.5
C -0.080 -1.228 -7.252 -0.1 -0.2 -0.8
H -3.548 -0.332 -5.174 0.2 -0.1 -0.2
H -2.904 -1.910 -5.681 0.0 0.2 0.1
H -2.846 -0.544 -6.799 0.0 0.0 0.3
H 0.941 -1.581 -7.438 -0.3 0.1 0.1
H -0.339 -0.510 -8.046 0.1 -0.2 0.0
H -0.768 -2.079 -7.348 0.2 0.2 0.0
H -2.129 0.053 -2.286 0.0 0.0 -0.9
H 2.691 0.295 -5.764 -1.1 -1.9 0.0
O -0.066 -2.477 -2.562 0.6 0.2 -0.3
H -0.291 -1.811 -3.245 0.1 -0.3 0.3
H 0.889 -2.656 -2.698 -0.7 0.1 0.0
C 2.304 2.553 -4.711 5.8 0.4 -4.3
H 2.720 2.308 -3.716 -0.1 -0.1 -0.9
H 1.347 2.418 -5.265 0.7 -0.3 0.3
H 2.612 3.572 -4.930 0.1 0.1 0.1
O -3.966 3.081 -3.388 0.2 -0.1 0.6
H -3.689 2.179 -3.153 0.0 0.2 -0.3
H -3.720 3.620 -2.621 -0.1 -0.2 -0.4
F -2.312 2.409 2.816 0.5 -0.7 0.0
C -1.406 1.397 2.579 -0.2 0.4 -0.2
C -1.064 1.158 1.271 0.5 -0.4 0.3
C -0.046 0.224 0.982 -0.2 -0.2 1.2
C 0.434 0.041 -0.359 -1.0 0.5 -2.2
O -0.227 0.551 -1.333 1.1 -0.5 1.7
C 1.615 -0.748 -0.523 0.1 -0.5 0.6
C 2.016 -1.582 0.502 -0.8 0.9 0.0
N 1.441 -1.553 1.744 -0.6 1.7 -1.3
C 1.804 -2.520 2.704 0.5 -1.0 0.8
C 2.245 -3.872 2.232 -0.3 -0.5 0.1
C 3.241 -2.924 2.806 0.6 0.1 0.6
C 0.522 -0.531 2.041 0.3 -0.2 -0.2
C 0.171 -0.248 3.368 -0.8 0.5 0.1
C -0.812 0.720 3.667 0.6 -0.4 -0.8
N -1.125 0.990 5.011 0.2 -0.4 0.4
C -0.007 1.236 5.910 0.0 0.2 -0.4
C -0.348 0.831 7.334 0.4 -0.4 -0.5
N -1.621 1.497 7.680 -0.2 0.6 1.0
C -2.768 1.220 6.789 -0.2 -0.4 -0.7
C -2.356 1.653 5.388 0.0 0.0 -0.3
C 2.322 -0.859 -1.838 0.5 -0.1 -1.2
O 2.817 -1.932 -2.163 -0.1 0.6 0.4
O 2.377 0.238 -2.571 0.6 -1.0 1.1
H -1.542 1.695 0.457 0.2 0.0 0.2
H 2.812 -2.308 0.350 -0.3 0.3 -0.2
H 1.227 -2.505 3.623 0.1 0.1 -0.4
H 1.955 -4.709 2.866 0.0 0.1 -0.4
H 2.269 -4.057 1.158 -0.1 -0.1 0.3
H 3.949 -2.452 2.123 -0.2 -0.1 0.4
H 3.602 -3.149 3.810 0.1 0.1 -0.4
H 0.665 -0.775 4.183 -0.3 0.2 -0.3
H 0.266 2.314 5.893 0.0 -0.3 0.1
H 0.863 0.671 5.561 -0.2 0.3 0.2
H -0.508 -0.242 7.446 0.1 0.0 -0.1
H 0.419 1.164 8.037 -0.1 0.0 0.0
H -1.881 1.261 8.638 0.1 0.3 0.1
H -1.454 2.502 7.611 0.0 0.2 0.4
H -3.631 1.789 7.143 0.2 -0.1 0.0
H -2.979 0.151 6.858 0.0 0.1 -0.1
H -2.221 2.752 5.373 -0.3 -0.2 0.0
H -3.150 1.379 4.686 0.2 0.2 0.2
```
Forces are in eV/Å.

Kohn-Sham gap (spin up / spin down)   2.8 / 2.8 eV
LUMO (spin up / spin down)   -0.1290 / -0.1290 hartree
Net charge   +1
Relative energy (zero: lowest compared OMol25 entry of this formula, charge and spin)   323.2 kJ/mol
E   -55737.5872 eV
M   724.52 g/mol